Record 1
A structure of composition C41H40N2O5P2SSn, computed with wB97M-V/def2-TZVPD.

Each line ends with the Mulliken charge.
CARTESIAN COORDINATES (ANGSTROEM)
Sn (-3.44403, 0.18208, 0.87347)  1.262
C (5.06008, -2.85011, 0.14872)  -1.835
C (3.92732, -2.41603, -0.79567)  1.690
C (4.21679, -2.92037, -2.22166)  -1.669
C (3.83860, -0.90109, -0.82594)  0.846
C (4.99017, -0.15360, -1.03973)  -0.282
C (4.98035, 1.22897, -1.10269)  -1.745
C (3.78095, 1.88584, -0.95044)  -1.298
C (2.59442, 1.17225, -0.73822)  1.039
P (1.26583, 2.32584, -0.51346)  1.083
C (1.21232, 3.45990, -1.88094)  1.113
C (0.56430, 3.04431, -3.04521)  -0.614
C (0.55846, 3.87111, -4.15417)  -0.888
C (1.20104, 5.10212, -4.10808)  -0.542
C (1.85177, 5.51106, -2.95328)  -0.948
C (1.86021, 4.69198, -1.83563)  -0.257
C (1.47444, 3.12184, 1.06514)  0.763
C (0.94928, 4.39004, 1.32917)  -0.223
C (1.11476, 4.94989, 2.58491)  -0.968
C (1.78828, 4.25015, 3.57800)  -0.590
C (2.30994, 2.98941, 3.31928)  -0.807
C (2.16201, 2.42701, 2.06360)  -0.691
C (2.62357, -0.22854, -0.68437)  -0.622
O (1.44022, -0.87524, -0.48531)  -0.083
C (1.44977, -2.23948, -0.22978)  -1.126
C (0.21922, -2.81679, 0.09309)  0.345
C (0.17299, -4.18724, 0.33971)  -0.519
C (1.31305, -4.96396, 0.26848)  -1.708
C (2.51121, -4.36675, -0.07342)  -0.493
C (2.60670, -3.00259, -0.33245)  1.101
P (-1.35770, -1.89924, 0.06341)  0.912
C (-2.00636, -2.30311, -1.58914)  1.004
C (-3.36545, -2.17278, -1.88725)  -0.380
C (-3.82543, -2.35522, -3.18170)  -0.950
C (-2.93673, -2.66071, -4.20278)  -0.620
C (-1.58621, -2.79043, -3.91920)  -0.787
C (-1.12366, -2.61237, -2.62393)  -0.669
C (-2.35722, -2.84311, 1.26987)  -0.149
C (-3.31110, -3.80506, 0.95679)  -0.253
C (-4.04878, -4.41533, 1.96495)  -0.835
C (-3.83330, -4.08133, 3.29325)  -0.613
C (-2.87229, -3.13067, 3.61889)  -0.665
C (-2.15070, -2.50874, 2.61240)  -0.437
H (6.02702, -2.49850, -0.20696)  0.425
H (5.13043, -3.93449, 0.20168)  0.445
H (4.90111, -2.46817, 1.15749)  0.404
H (5.15713, -2.50850, -2.59027)  0.446
H (3.42123, -2.63127, -2.91001)  0.360
H (4.29700, -4.00779, -2.22909)  0.413
H (5.93016, -0.67194, -1.16923)  0.449
H (5.89285, 1.78215, -1.27144)  0.440
H (3.76851, 2.96813, -0.99961)  0.427
H (0.05963, 2.08612, -3.09156)  0.387
H (0.05275, 3.55459, -5.05586)  0.458
H (1.19326, 5.74510, -4.97785)  0.428
H (2.35266, 6.46866, -2.91862)  0.455
H (2.36847, 5.02024, -0.93710)  0.482
H (0.41830, 4.93580, 0.56306)  0.533
H (0.72433, 5.93849, 2.78447)  0.483
H (1.91820, 4.69453, 4.55602)  0.447
H (2.84970, 2.45460, 4.08870)  0.479
H (2.59727, 1.45735, 1.85476)  0.382
H (-0.77355, -4.65132, 0.58156)  0.537
H (1.26506, -6.02684, 0.45911)  0.435
H (3.39622, -4.98240, -0.15714)  0.404
H (-4.08768, -1.96661, -1.10567)  0.442
H (-4.88332, -2.26768, -3.39136)  0.436
H (-3.29901, -2.80705, -5.21124)  0.430
H (-0.88743, -3.04251, -4.70579)  0.471
H (-0.06738, -2.73195, -2.41919)  0.449
H (-3.47664, -4.09419, -0.07345)  0.585
H (-4.78608, -5.16463, 1.70904)  0.470
H (-4.40001, -4.56976, 4.07449)  0.439
H (-2.67549, -2.89182, 4.65683)  0.552
H (-1.38546, -1.77977, 2.87110)  0.546
N (-3.32891, 0.68962, 3.22184)  -0.412
C (-4.40884, 1.64482, 3.58413)  -0.764
C (-4.45898, 2.77031, 2.56471)  -0.433
N (-4.74623, 2.20260, 1.22714)  -0.645
H (-3.38535, -0.15736, 3.78111)  0.321
H (-2.42070, 1.11152, 3.39577)  0.218
H (-4.25600, 2.04733, 4.58555)  0.423
H (-5.35300, 1.09669, 3.59517)  0.362
H (-3.49581, 3.27587, 2.50999)  0.205
H (-5.20963, 3.50721, 2.85245)  0.507
H (-4.61273, 2.89238, 0.49178)  0.291
H (-5.72435, 1.92410, 1.17888)  0.329
O (-1.38774, 3.58004, -0.40512)  -0.632
S (-1.55660, 2.18070, -0.25851)  1.372
O (-1.88247, 1.75411, 1.13923)  -0.343
O (-0.12243, 1.48869, -0.53858)  0.474
O (-2.46853, 1.47891, -1.13110)  -0.703

Output
**Total charge**: +2
**DFT total energy**: -91618.36591 eV
**Orbital gap**: 0.2949 Eh
**Lowest unoccupied orbital energy**: -4.8 eV
**Relative energy (zero: lowest compared OMol25 entry of this formula, charge and spin)**: 0.0000 eV



Record 2
A structure of composition C41H40N3O2P2S2V, computed with wB97M-V/def2-TZVPD.

Each line ends with the Mulliken charge.
CARTESIAN COORDINATES (ANGSTROEM)
V (9.09768, 11.64013, 13.66550)  0.525
S (10.44078, 13.82680, 13.25325)  -0.798
P (11.51859, 12.69814, 14.54892)  0.952
C (10.67725, 11.38192, 15.07801)  -1.252
P (9.57910, 11.28211, 16.29410)  2.484
S (8.03324, 12.60209, 15.97168)  -0.863
C (10.31333, 11.61102, 18.01504)  -0.049
C (11.23005, 10.76684, 18.64898)  -0.038
C (11.71765, 10.95143, 19.98057)  -0.908
C (11.45001, 12.20018, 20.54976)  -0.253
C (10.62993, 13.04564, 19.91486)  -0.623
C (10.03949, 12.81154, 18.66947)  -0.432
C (8.70458, 9.60237, 16.52314)  0.721
C (8.38557, 9.36073, 17.89460)  -1.178
C (7.99809, 8.09674, 18.29757)  -0.557
C (7.91727, 7.08595, 17.39307)  -0.949
C (8.21780, 7.38051, 16.02284)  -0.341
C (8.51937, 8.63678, 15.55114)  0.134
C (13.08459, 12.28060, 13.66157)  0.363
C (13.67633, 13.27663, 12.86164)  -0.285
C (14.82858, 12.98595, 12.07569)  -1.018
C (15.37401, 11.70089, 12.24714)  -0.336
C (14.84384, 10.70892, 13.06649)  -0.662
C (13.67267, 11.01556, 13.78076)  -0.084
C (12.22935, 13.74400, 15.92554)  0.541
C (12.98531, 13.09696, 16.88003)  -0.498
C (13.49028, 13.82576, 17.92142)  -0.488
C (13.07486, 15.16489, 18.12950)  -0.678
C (12.47229, 15.83917, 17.09584)  -0.534
C (12.03300, 15.11123, 16.00844)  -0.234
H (11.53754, 9.91940, 18.08738)  0.547
H (12.29384, 10.14212, 20.45074)  0.351
H (11.95629, 12.63179, 21.42792)  0.300
H (10.41694, 14.08523, 20.24340)  0.278
H (9.39412, 13.51425, 18.22788)  0.463
H (8.45846, 10.06314, 18.68485)  0.582
H (7.73283, 8.00384, 19.37037)  0.318
H (7.82529, 5.97076, 17.76542)  0.176
H (8.07993, 6.50096, 15.32568)  0.229
H (8.11686, 7.86266, 13.49258)  0.189
H (13.10667, 14.22543, 12.82565)  0.361
H (15.33404, 13.73540, 11.46518)  0.422
H (16.26006, 11.45731, 11.74347)  0.434
H (15.35344, 9.73664, 13.15384)  0.375
H (13.20811, 10.27659, 14.42519)  0.255
H (13.21201, 12.04742, 16.89892)  0.359
H (14.21475, 13.26809, 18.50992)  0.374
H (13.42556, 15.64260, 19.00869)  0.478
H (12.31086, 16.96634, 17.06316)  0.283
H (11.60026, 15.63418, 15.15485)  0.362
C (6.50159, 14.11091, 12.71638)  -0.862
C (6.55319, 12.65418, 12.53459)  0.697
O (7.54374, 12.06869, 12.04061)  -0.563
N (5.40017, 12.04803, 12.89434)  -0.052
C (5.05214, 10.66453, 12.64124)  -0.458
C (4.72311, 9.81330, 13.81588)  0.371
C (5.43810, 9.97488, 15.00452)  0.346
C (5.11528, 9.21192, 16.11886)  -0.613
C (4.16304, 8.20280, 15.98430)  -0.523
C (3.43296, 8.24966, 14.75640)  -0.345
N (3.64454, 9.06478, 13.71914)  -0.647
H (6.75205, 14.66836, 11.76144)  0.219
H (7.36817, 14.41211, 13.32219)  0.138
H (5.54931, 14.50943, 13.10030)  0.338
H (4.67213, 12.64928, 13.30382)  0.262
H (5.97985, 10.21220, 12.22704)  0.165
H (4.23575, 10.77098, 11.96726)  0.388
H (6.17046, 10.70618, 15.27243)  0.008
H (5.77602, 9.26552, 16.97541)  0.554
H (3.88656, 7.51062, 16.84059)  0.304
H (2.61579, 7.55633, 14.70022)  0.377
N (9.82075, 12.80703, 9.74912)  -0.550
C (10.39890, 11.53572, 9.71163)  -0.167
C (11.16125, 11.12881, 10.80957)  1.224
C (11.81040, 9.93486, 10.84497)  0.219
C (11.67237, 9.01979, 9.77911)  -0.946
C (10.81512, 9.41942, 8.74802)  -0.399
C (10.31724, 10.71542, 8.57702)  -0.566
H (8.82769, 12.86940, 9.54313)  0.262
H (10.07434, 13.32639, 10.60664)  0.241
H (11.28852, 11.88874, 11.59782)  -0.756
H (12.44939, 9.71866, 11.70466)  0.241
H (12.07652, 8.07722, 9.65814)  0.499
H (10.52568, 8.84063, 7.90715)  0.374
H (9.68457, 11.02432, 7.74106)  0.388
C (10.14411, 8.38222, 13.53588)  -1.284
C (8.71194, 8.78947, 13.89828)  -0.274
O (8.19060, 9.92006, 13.44768)  -0.391
H (10.34024, 7.36691, 13.87615)  0.550
H (10.91546, 9.02179, 14.04199)  0.139
H (10.26789, 8.45280, 12.49168)  0.297

Output
**Total charge**: -1
**2S+1**: 4
**DFT total energy**: -117669.12413 eV
**Orbital gap (spin up / spin down)**: 0.2267 / 0.2623 Eh
**Lowest unoccupied orbital energy (spin up / spin down)**: 2.6 / 2.6 eV
**Relative energy (zero: lowest compared OMol25 entry of this formula, charge and spin)**: 0.7152 eV



Record 3
A structure of composition C41H40O8P2RuS2, computed with wB97M-V/def2-TZVPD.

Each line ends with the Mulliken charge.
CARTESIAN COORDINATES (ANGSTROEM)
Ru (1.57446, -1.50800, 1.13931)  1.067
C (3.95516, -5.22810, 3.84767)  -1.166
C (2.57165, -5.49426, 3.16052)  0.757
C (2.77474, -6.52893, 2.02242)  -1.625
C (1.82620, -4.27951, 2.64676)  0.393
C (0.98512, -4.40739, 1.55240)  -0.266
C (0.23444, -3.32841, 1.07979)  -0.677
C (-0.06314, -2.32052, 2.03831)  0.286
C (-1.49460, -1.82430, 2.20704)  -1.106
C (1.00187, -2.03366, 3.00309)  -0.372
C (1.91453, -3.09565, 3.36696)  -0.602
H (4.71453, -5.98998, 3.70091)  0.371
H (3.86544, -5.05115, 4.92231)  0.340
H (4.42096, -4.29774, 3.38497)  0.212
H (1.87386, -5.87190, 3.93642)  0.298
H (3.27309, -6.01441, 1.19018)  0.411
H (1.81870, -6.93964, 1.67475)  0.344
H (3.39850, -7.38393, 2.29632)  0.413
H (0.94936, -5.32194, 0.97402)  0.343
H (-0.41559, -3.42638, 0.24715)  0.627
H (-1.93079, -2.48791, 2.91213)  0.376
H (-1.99750, -1.86436, 1.21480)  -0.006
H (-1.45778, -0.82022, 2.65029)  0.315
H (0.91104, -1.15987, 3.65498)  0.747
H (2.40223, -3.08739, 4.32091)  0.531
O (-0.57350, -0.86077, -0.91479)  0.099
P (-1.19275, -0.09233, -2.03481)  0.763
C (-2.58273, 0.93530, -1.40900)  -1.406
P (-2.38174, 1.92303, 0.11314)  1.316
O (-1.30299, 1.57950, 1.06771)  -0.428
C (-3.99478, 1.73453, 0.92923)  0.364
C (-4.05285, 1.61388, 2.35367)  -0.638
C (-5.22948, 1.37335, 3.03389)  -0.657
C (-6.46358, 1.35050, 2.31113)  -0.396
C (-6.43074, 1.55432, 0.90988)  -0.912
C (-5.18865, 1.71610, 0.22849)  -0.230
C (-2.41146, 3.57822, -0.58370)  0.601
C (-3.61646, 4.13034, -1.08292)  -0.423
C (-3.57645, 5.46371, -1.56381)  -0.797
C (-2.42924, 6.23460, -1.41469)  -0.550
C (-1.20922, 5.65055, -0.95173)  -0.573
C (-1.23314, 4.35513, -0.46178)  -0.368
C (-0.05013, 0.90334, -2.91858)  0.842
C (-0.50747, 1.87492, -3.80846)  -0.469
C (0.39432, 2.69592, -4.53470)  -0.771
C (1.77238, 2.43263, -4.51889)  -0.614
C (2.19820, 1.43148, -3.65095)  -0.634
C (1.36275, 0.78577, -2.73825)  -0.754
C (-1.99755, -1.11295, -3.23964)  0.602
C (-2.03656, -0.96515, -4.62992)  -0.407
C (-2.71563, -1.83965, -5.45004)  -0.681
C (-3.53745, -2.80787, -4.90518)  -0.460
C (-3.52368, -2.98228, -3.54227)  -0.632
C (-2.82861, -2.12033, -2.69566)  -0.629
H (-3.45598, 0.34793, -1.16379)  1.008
H (-2.87186, 1.68260, -2.20322)  0.392
H (-3.08089, 1.64541, 2.84593)  0.422
H (-5.21136, 1.01208, 4.07939)  0.346
H (-7.40253, 1.18476, 2.86017)  0.378
H (-7.35414, 1.67463, 0.31572)  0.362
H (-5.25755, 1.72636, -0.85724)  0.345
H (-4.53968, 3.63408, -1.20853)  0.270
H (-4.47111, 5.91913, -1.98425)  0.413
H (-2.42069, 7.29756, -1.69679)  0.362
H (-0.27716, 6.18643, -1.03564)  0.439
H (-0.32434, 3.99096, 0.03542)  0.394
H (-1.56729, 1.91499, -4.06863)  0.406
H (0.03922, 3.49655, -5.14183)  0.481
H (2.44243, 2.94627, -5.18126)  0.452
H (3.26553, 1.19583, -3.56856)  0.384
H (1.77208, 0.12209, -2.01855)  0.268
H (-1.44764, -0.20726, -5.12105)  0.377
H (-2.53716, -1.78625, -6.50791)  0.423
H (-4.23294, -3.39983, -5.51357)  0.356
H (-4.10007, -3.80851, -3.09403)  0.375
H (-2.82737, -2.27796, -1.58746)  0.110
O (4.75470, -1.65339, 2.49862)  -0.473
S (5.38453, -1.03212, 1.30165)  0.318
O (4.20223, -0.86239, 0.09750)  -0.114
O (3.13790, -1.91192, 0.15126)  -0.612
C (5.30415, 0.79189, 1.52415)  0.472
C (6.57735, 1.29950, 1.68724)  -0.491
C (6.84052, 2.61017, 1.60511)  -0.788
C (5.77915, 3.45835, 1.39250)  -0.628
C (4.48164, 3.04285, 1.22007)  -0.711
C (4.16770, 1.68548, 1.33317)  0.295
S (2.40523, 1.47240, 1.53330)  1.486
O (1.69777, 2.63096, 1.04067)  -0.718
O (2.41608, 1.11514, 2.92740)  -0.715
O (2.03453, 0.34110, 0.56556)  -0.004
H (7.43678, 0.58163, 1.81553)  0.303
H (7.86385, 2.95115, 1.57421)  0.403
H (5.95322, 4.50183, 1.42507)  0.427
H (3.65589, 3.70929, 1.08090)  0.615

Output
**Total charge**: +1
**2S+1**: 6
**DFT total energy**: -102362.11889 eV
**Orbital gap (spin up / spin down)**: 0.2925 / 0.1808 Eh
**Lowest unoccupied orbital energy (spin up / spin down)**: -3.1 / -6.1 eV
**Relative energy (zero: lowest compared OMol25 entry of this formula, charge and spin)**: 6.1404 eV